No. 1
A structure of composition C12H22AgAsIN, computed with wB97M-V/def2-TZVPD.

Results
ΔE to the lowest compared entry with this formula, charge and spin	5.08	kcal/mol
net charge	0

Geometry as XYZ:
```
38
Properties=species:S:1:pos:R:3:forces:R:3
I 1.7396 -3.0068 5.0299 -0.2879 0.3125 -0.2901
Ag 0.1299 0.4323 -0.0127 -0.2771 0.5165 -0.1624
As 0.8344 -1.7265 -1.8891 0.0499 -0.0736 -0.4006
N -0.4112 -0.6372 2.1273 0.1541 0.1757 -0.3336
C -2.0563 -1.5327 -2.0645 0.1205 0.0701 0.1046
C -0.6123 -1.0782 4.8640 0.0240 0.1228 -0.2458
C 0.4367 -1.4502 2.7407 0.1627 -0.2190 0.0929
C 2.0284 -4.4005 -1.7930 -0.0724 0.1470 0.0667
C 1.9850 -3.1588 -2.6722 -0.0018 0.2028 0.1545
C 1.0276 -0.3441 -3.2991 -0.0169 0.1304 -0.0070
C 0.8869 -0.7613 -4.7562 0.0110 -0.1335 0.1532
C -0.9229 -2.4997 -2.3678 0.0401 -0.0940 -0.0638
C 0.3706 -1.6899 4.1037 0.2762 -0.4108 0.3980
C -0.3422 2.3515 -0.9873 -0.0002 -0.2475 -0.0490
C -1.4917 -0.2249 4.2121 0.0749 -0.1488 0.1158
C -1.3489 -0.0322 2.8500 -0.2123 0.1188 -0.0331
H 2.6869 -5.1567 -2.2186 0.0203 -0.0645 0.0045
H 1.6708 -1.4642 -5.0391 -0.0578 -0.0528 -0.0932
H -1.2164 2.2245 -1.6370 -0.0005 -0.1281 0.0524
H 1.6138 -3.4178 -3.6652 -0.0465 0.1313 -0.0135
H 2.9959 -2.7552 -2.7885 -0.1376 0.0866 -0.0192
H 0.9755 0.1140 -5.4024 -0.0151 -0.0284 -0.0227
H -0.5941 3.1720 -0.3107 0.0357 -0.1595 0.1961
H 0.2987 0.4385 -3.0628 0.1250 -0.1034 0.1333
H -2.2748 0.2743 4.7609 -0.0639 0.0783 -0.0098
H 2.0157 0.1073 -3.1497 -0.1434 -0.0563 0.1620
H 2.3945 -4.1500 -0.7961 -0.0052 -0.0865 0.0359
H 1.0349 -4.8374 -1.6913 -0.0079 -0.0740 0.0585
H -1.9531 -0.6246 -2.6581 -0.0825 0.0958 0.0391
H -0.6849 -1.2513 5.9279 -0.0059 -0.0180 0.0173
H -0.0844 -1.2194 -4.9475 0.0157 -0.0428 -0.0742
H 1.1817 -1.9231 2.1153 0.0832 -0.0561 0.0292
H -3.0289 -1.9753 -2.2796 -0.0326 -0.0066 -0.0128
H -1.0632 -3.4205 -1.7920 0.1772 0.0750 -0.0309
H -2.0336 -1.2481 -1.0082 -0.0961 0.0597 -0.0735
H -2.0055 0.6291 2.3009 -0.0453 0.0574 0.0290
H -0.9259 -2.7783 -3.4252 0.0861 -0.0055 0.0423
H 0.4508 2.7355 -1.6343 0.1527 -0.1711 0.0502
```
Forces are in eV/Å.

=====

No. 2
A cluster of 2 separate species, C12H22BClF3O8S2 in total, computed with wB97M-V/def2-TZVPD.

Results
net charge	-1

Geometry as XYZ:
```
49
Properties=species:S:1:pos:R:3:forces:R:3
Cl -1.3547 -3.9822 2.0520 0.0239 0.0029 0.0061
S -3.2009 -1.3062 1.2444 0.0446 -0.1825 0.1741
S 3.7948 -1.0166 -1.1953 0.0234 -0.0131 0.0411
F 6.4389 -0.9216 -0.9587 -0.0174 0.0048 0.0057
F 5.7415 -1.0805 -2.9998 -0.0179 0.0052 0.0045
F 5.6892 -2.8094 -1.7014 -0.0183 0.0042 0.0062
O -4.0529 -2.4090 0.9278 -0.0108 0.1299 -0.0382
O 3.8066 0.4268 -1.3072 -0.0162 0.0082 -0.0028
O 2.9555 -1.7089 -2.1495 -0.0307 0.0122 0.0173
O -3.7537 -0.0043 1.4423 -0.0582 -0.0138 -0.0770
O -2.4656 -1.6327 2.6522 -0.0124 0.0348 0.0691
O 3.7468 -1.5277 0.1613 -0.0331 -0.0051 0.0216
O 0.6333 0.6675 3.0549 0.0215 -0.0354 -0.0056
O -3.2503 2.2541 -2.4392 -0.1746 -0.1040 -0.1840
C -1.8160 -1.2441 0.1544 0.0932 -0.0421 -0.1574
C -3.5619 3.4891 -1.8427 0.1511 0.0449 0.0573
C -0.1132 -1.4832 1.9805 -0.0554 -0.0469 0.0565
C 0.5482 1.1904 -0.6677 0.0119 -0.0133 0.1273
C -0.8297 1.7508 -2.7191 -0.0254 -0.0759 0.0187
C -1.2149 -2.2864 2.6884 -0.0551 0.0081 -0.0394
C -0.6459 -0.5627 0.8652 0.0871 0.0314 0.1923
C 0.5235 -0.2234 -0.0700 -0.1035 -0.0403 -0.2487
C 1.6914 -1.4389 4.0764 0.0343 -0.0190 0.0687
C -2.1501 2.2520 -3.3373 0.0893 0.1139 0.1099
C 5.4970 -1.4796 -1.7398 0.0358 -0.0112 -0.0035
C -0.7855 1.7524 -1.1903 0.0099 0.0423 -0.0757
B 0.7622 -0.6895 3.0517 0.0042 0.0126 -0.0486
H 0.5648 -2.2159 1.5278 -0.0222 0.0425 -0.0217
H 0.5847 -0.9795 -0.8617 -0.0407 0.0301 0.0144
H -1.0209 0.3603 1.3186 0.0111 -0.0375 -0.0065
H 1.2145 1.1052 3.6836 0.0220 -0.0088 0.0083
H -2.1740 -0.7089 -0.7261 0.0205 0.0030 0.0357
H 2.1708 -2.3104 3.6255 -0.0152 0.0366 -0.0035
H -0.6152 0.7385 -3.0770 -0.0303 0.0078 0.0776
H -4.6192 3.4736 -1.5762 0.0354 -0.0234 0.0170
H -2.9727 3.6658 -0.9351 -0.0303 -0.0026 -0.0351
H -1.5814 -2.2717 -0.1288 -0.0195 0.0462 -0.0075
H -1.6401 1.1985 -0.8046 0.0054 0.0506 0.0308
H -2.0161 3.2614 -3.7477 -0.0390 -0.0218 0.0518
H -0.0010 2.3695 -3.0755 -0.0517 -0.0331 -0.0866
H -1.0332 -2.4414 3.7485 0.0350 0.0459 -0.0369
H 1.0987 -1.8068 4.9235 0.0052 0.0004 -0.0342
H 0.9691 1.8670 0.0815 -0.1246 -0.0370 0.0413
H 1.2810 1.1737 -1.4759 0.0693 0.0527 0.0382
H -0.9336 2.7721 -0.8221 0.1042 0.0011 -0.0545
H -2.4493 1.6056 -4.1655 0.0662 0.0094 0.0012
H 1.4469 -0.3538 0.4958 0.0827 0.0335 -0.1177
H 2.4755 -0.8004 4.4934 -0.0344 -0.0145 -0.0209
H -3.3827 4.3213 -2.5356 -0.0503 -0.0340 0.0133
```
Forces are in eV/Å.

=====

No. 3
A cluster of 2 separate species, C12H22BrFN4O8 in total in a non-equilibrium geometry, computed with wB97M-V/def2-TZVPD.

Results
SMILES string	NCCC[C@](N)(O[C@H](O)ON=O)[C@@H](Br)NCC(=O)F.C[C@@H]1COC(=O)O1
net charge	0

Geometry as XYZ:
```
48
Properties=species:S:1:pos:R:3:forces:R:3
Br -3.0814 -0.7184 -3.3356 -0.1610 0.1741 -0.0580
F -5.1615 -3.1681 1.4996 -0.0409 -0.1681 -0.4237
O 0.8378 -4.4046 1.0789 0.1258 0.3591 0.1600
O -5.6512 -4.5822 -0.1723 0.6383 2.3206 1.1362
O 2.3354 4.4477 2.4109 0.1270 0.1024 0.1607
O 0.6416 -3.8435 -2.6011 -0.1886 0.2232 -0.1117
O -1.1548 -2.8706 -1.7798 -0.1327 0.2568 -0.4125
O -0.2854 -4.7040 -0.7301 -0.3342 0.1284 -0.0901
O 1.4739 2.5557 3.2683 -0.2454 -0.1868 0.1045
O 3.5767 2.6036 2.4679 -0.0391 0.0457 -0.0926
N 0.6520 2.4732 0.2366 0.1231 0.0491 -0.5741
N -0.2461 -4.5824 0.7026 0.0047 -0.4640 0.1662
N -3.7092 -2.5314 -1.2810 -0.2196 0.7784 0.4596
N -1.3889 -1.8549 0.3299 0.2637 -0.1878 -0.3793
C -5.0436 -2.3201 -0.7469 -0.1881 -0.5723 0.0338
C -0.5165 -0.5299 -1.5505 -0.0635 0.1587 0.4484
C -2.9168 -1.3651 -1.4574 0.1804 -0.8319 -0.4933
C 0.0008 -3.4943 -1.4219 0.4720 -0.5240 -0.4727
C 5.7868 3.4393 1.8856 -0.0241 -0.2341 0.2041
C 0.3220 1.8167 -1.0275 -0.4909 -0.0956 0.4314
C 2.3727 3.1449 2.7658 0.1239 0.1067 -0.1928
C -0.8703 0.8302 -0.9435 0.6552 -0.1399 -0.5184
C 3.6760 4.8500 2.1037 -0.1008 0.0695 -0.1017
C -1.4423 -1.6574 -1.1100 -0.4075 0.4292 0.3371
C 4.3010 3.5484 1.6551 0.3198 0.0408 0.0167
C -5.3326 -3.4725 0.1913 -0.5898 -2.1775 -0.8046
H 0.8666 1.7783 0.9368 -0.0666 -0.0328 0.2638
H 1.5119 -4.1618 -2.3598 0.2629 -0.2634 -0.0302
H 3.6752 5.6196 1.3366 -0.1713 -0.0204 -0.0216
H -1.7150 1.2317 -1.4907 -0.3472 0.1781 0.1035
H 1.2080 1.2946 -1.3656 0.2348 -0.0943 -0.2267
H 4.0570 3.3403 0.6104 -0.0911 0.0183 0.0086
H -3.2924 -0.5600 -0.8490 0.0287 0.3234 0.1553
H -0.6144 -1.3635 0.7443 0.0183 0.1815 0.1987
H -2.2461 -1.6058 0.7905 -0.1227 -0.1288 0.2774
H 0.0702 2.5805 -1.7502 0.2115 0.2628 -0.2578
H -5.1196 -1.3746 -0.2302 0.0609 0.2166 0.1643
H 6.3187 4.1869 1.2978 -0.0229 0.0175 -0.0338
H -1.1233 0.7290 0.1034 -0.2465 -0.0602 0.2763
H 0.4989 -0.7630 -1.2396 0.2333 -0.2699 0.0234
H 4.1390 5.2414 3.0130 0.0691 -0.0397 -0.0104
H 6.1481 2.4519 1.6015 0.0001 0.0186 -0.0785
H -5.8186 -2.3757 -1.5041 -0.1668 0.1660 -0.2654
H -0.5287 -0.4609 -2.6280 0.1570 -0.0984 -0.2917
H 6.0239 3.5826 2.9402 -0.0248 0.0774 0.0046
H -3.7315 -3.0855 -2.1193 0.2398 -0.4259 0.0316
H -0.1641 2.9814 0.5409 -0.0242 0.1700 0.3830
H 0.6601 -2.8777 -0.8174 -0.0401 0.1429 0.3924
```
Forces are in eV/Å.

=====

No. 4
A cluster of 4 separate species, C12H22F3IO16S4 in total in a non-equilibrium geometry, computed with wB97M-V/def2-TZVPD.

Results
net charge	0

Geometry as XYZ:
```
58
Properties=species:S:1:pos:R:3:forces:R:3
I -2.2407 4.1614 0.5056 0.8964 -0.6582 0.2750
S -1.1136 -2.7356 -1.4497 -0.5883 -0.7119 0.0432
S 2.9694 2.9486 0.0183 3.3838 4.1590 0.8754
S 0.7627 5.9321 5.4009 -0.1543 -0.1398 0.2005
S -2.9152 -8.2957 -0.8688 0.0492 -0.3448 -0.1376
F 1.3272 2.4682 -5.4025 2.6666 0.8389 4.0191
F 1.4084 3.6753 -3.3316 2.7677 -3.4476 -2.7470
F 3.5044 2.9081 -4.4584 -4.7953 -0.4376 1.2356
O -2.4608 -2.8169 -0.9304 1.8800 0.5868 -0.7514
O -1.0735 -3.5114 -2.8830 -0.3033 0.5588 1.1613
O -0.3944 -1.4898 -1.5807 -0.8157 -1.1773 0.3197
O 3.3919 2.3532 -1.5227 -1.8832 -0.0397 0.7642
O 0.1736 6.2358 6.6842 0.7697 -0.7200 -1.6470
O 0.5990 4.6559 4.7408 -0.0553 1.5096 0.9434
O 0.6488 0.6465 -3.4478 1.8196 0.0809 0.7001
O -2.2219 -9.5353 -0.6062 -0.6817 1.7732 -0.5637
O -0.1826 -3.7837 -0.6159 -0.2445 1.2412 -0.6177
O 2.3575 6.2668 5.4730 -1.1314 0.0478 0.3126
O -2.7578 -7.5497 -2.0976 0.0039 -1.0923 1.3744
O -4.5089 -8.5285 -0.6158 1.0563 0.4649 -0.3934
O 3.9800 4.1376 0.2569 -3.8705 -4.4967 -1.3892
O -2.6490 -7.2810 0.3802 0.0118 -0.9731 -0.5746
O 0.3478 7.1059 4.3483 0.3596 -1.0055 0.4220
O 1.4284 3.6771 0.0491 0.9634 -1.4150 0.6680
C 2.0448 1.1229 -3.3999 -0.0693 -0.5372 0.0940
C 2.6986 7.1315 4.3919 0.0396 0.0915 -0.8018
C -0.1157 -4.5672 -2.8257 0.7263 -0.3928 0.0396
C 2.6877 1.1053 -1.8560 0.7697 -1.7145 -0.9439
C -0.0660 -4.9936 -1.3610 -0.4106 -0.7717 -0.3999
C -0.7605 2.5482 0.7803 1.1609 -1.6598 -0.0599
C -3.9025 -6.8090 0.8688 -0.7315 0.4523 -0.1194
C 1.4551 7.9844 4.1548 0.4850 0.5261 0.1914
C 2.0962 2.5999 -4.1093 -0.9169 0.2073 -1.3716
C -4.8796 -7.9588 0.6384 -0.0100 0.0367 0.7618
C 0.7337 3.0899 1.2356 -0.8348 -0.1441 0.4966
C -0.7344 1.6516 -0.6178 0.0046 0.6975 -0.2228
H 1.4057 2.1878 1.6251 -1.6893 1.7100 -0.6683
H -0.4126 -5.3875 -3.4846 -0.1808 0.2771 0.1286
H -0.2552 0.5929 -0.4083 -1.1697 2.1531 -0.3798
H 1.9056 0.7471 -1.0623 1.2458 1.0652 -1.5553
H -5.9182 -7.6186 0.6106 0.2177 -0.1069 -0.2375
H -0.9199 -5.6304 -1.1067 0.1221 -0.0029 -0.1057
H 2.6994 0.3989 -4.0867 -1.2320 1.8801 1.4157
H 2.9217 6.5089 3.5190 0.0136 0.1370 0.0148
H 0.8500 -4.1691 -3.1534 -0.0540 -0.0779 0.0270
H 1.3835 8.7903 4.8923 0.0504 -0.0480 -0.0795
H -1.8468 1.5694 -1.0431 2.5592 -0.1140 1.1192
H -4.1842 -5.9288 0.2814 -0.0418 -0.0573 0.1097
H 0.8617 -5.5133 -1.1098 -0.0982 0.3275 0.0845
H 3.5753 7.7337 4.6416 -0.1919 -0.2037 0.2008
H 3.5224 0.2531 -1.8977 -1.7356 1.9016 0.1968
H -3.8260 -6.5324 1.9231 0.2287 -0.1668 -0.2029
H -1.1510 1.8598 1.6531 0.6586 1.5977 -1.7169
H -0.1044 2.1898 -1.4767 -1.4129 -1.0734 2.0882
H 1.4325 8.4104 3.1482 -0.1744 -0.2521 0.1457
H 0.6705 3.9125 2.0984 0.0887 -1.8193 -2.0289
H -4.7700 -8.7294 1.4083 -0.0284 0.1032 -0.0328
H 0.5214 -0.1951 -2.9178 0.5066 1.3771 -0.6803
```
Forces are in eV/Å.

=====

No. 5
An isolated molecule of C12H22NO4P in a non-equilibrium geometry, computed with wB97M-V/def2-TZVPD.

Results
SMILES string	CCCCOP(=O)(OCCCC)/C(C#N)=C(/C)O
ΔE to the lowest compared entry with this formula, charge and spin	1.33	kcal/mol
net charge	0

Geometry as XYZ:
```
40
Properties=species:S:1:pos:R:3:forces:R:3
P -0.0506 0.0709 -0.6166 -0.2688 0.6837 0.5723
O -1.4345 0.8264 -0.4385 0.5142 -0.5062 0.2393
O 1.0006 1.2051 -0.1938 -1.1642 -0.4991 0.0483
O 0.2111 -0.4777 -1.9660 0.0118 -0.4796 0.1274
O -0.0600 -2.9496 -0.8942 -0.0361 -0.1623 0.2595
N -0.2688 -0.2988 3.0571 -0.0319 0.1624 0.3924
C -0.1539 -2.5003 0.3495 0.0162 -0.3617 0.1059
C -3.5906 2.7624 0.1019 -0.1936 -0.1132 -0.2144
C -0.2293 -0.7109 1.9861 -0.0170 -0.0200 0.6453
C -1.8029 1.8119 -1.4060 -0.3374 0.4253 -0.6014
C 5.1929 -1.2290 0.8251 0.0051 0.2021 -0.1683
C -3.2857 2.1144 -1.2475 0.4303 0.0245 0.3572
C -5.0800 3.0321 0.2732 0.2552 0.0098 0.0659
C 4.5412 -0.1112 0.0205 -0.2413 -0.1417 0.1246
C -0.1552 -1.1829 0.6731 0.2139 0.5979 -1.6073
C 3.0376 -0.0453 0.2741 0.0461 0.2484 -0.1920
C -0.2527 -3.5822 1.3774 0.0078 0.1203 -0.2109
C 2.3653 1.0440 -0.5503 0.8210 -0.1647 -0.1052
H 2.8299 2.0165 -0.3669 -0.0286 -0.1122 -0.0543
H -5.6453 2.1046 0.2181 -0.1133 -0.0820 -0.0016
H -3.0384 3.7014 0.1815 0.0863 0.0052 0.0507
H 2.5790 -1.0044 0.0149 0.0575 -0.0558 0.0766
H -3.8446 1.1813 -1.3383 -0.0475 -0.0290 -0.1058
H -5.2740 3.4947 1.2375 -0.1148 0.0462 0.0727
H 4.7725 -2.1930 0.5483 -0.0201 -0.1349 0.0050
H -0.2849 -3.1671 2.3799 -0.0036 -0.0276 0.0196
H 6.2640 -1.2562 0.6416 0.1104 -0.0770 0.0411
H -3.5909 2.7778 -2.0593 -0.0160 -0.0194 -0.0648
H 2.4312 0.8040 -1.6171 0.0339 0.1189 0.0885
H 5.0295 -1.0769 1.8894 0.0063 -0.0300 0.1318
H -5.4402 3.6994 -0.5070 -0.1022 0.0700 -0.0660
H 4.9937 0.8448 0.2912 0.0344 0.0634 -0.0670
H 4.7197 -0.2747 -1.0443 0.0550 0.0669 -0.0565
H -1.1515 -4.1690 1.1941 -0.0541 -0.0207 -0.0176
H -1.5829 1.4242 -2.4070 -0.0314 0.0582 0.1157
H 0.0192 -2.1991 -1.5270 0.0572 0.1876 -0.0940
H 2.8437 0.1449 1.3324 -0.0329 -0.0464 0.0392
H -1.2038 2.7127 -1.2393 -0.0201 -0.0482 0.0121
H -3.2407 2.1012 0.8958 0.0580 0.0553 0.0525
H 0.5999 -4.2525 1.2797 0.0543 -0.0143 -0.0165
```
Forces are in eV/Å.

=====

Record-wise gap between HOMO and LUMO values, in eV: 7.4; 8.5; 9.6; 9.4; 10.3